Entry 1:
Below is a molecular structure, C9H6LuN2O4, with properties calculated with ωB97M-V with the def2-TZVPD basis set.

```
22
Properties=species:S:1:pos:R:3:nbo_charge:R:1
O 0.12 -1.05 -3.67 -0.218
C 0.60 -0.39 -2.83 0.369
Lu 1.74 0.89 -1.25 2.138
O -3.28 0.30 -4.76 -0.383
C -2.35 0.41 -4.11 0.393
C 2.82 0.13 -3.25 0.364
O 3.12 -0.31 -4.28 -0.189
C 0.29 2.21 -2.46 0.370
O -0.44 2.85 -3.09 -0.175
N -0.81 -0.89 4.19 -0.658
C -0.41 -0.54 2.93 0.289
C 0.96 -0.36 2.64 -0.232
C 1.34 -0.05 1.35 -0.009
N 0.41 0.13 0.34 -0.767
C -0.92 -0.05 0.62 0.060
C -1.36 -0.37 1.89 -0.229
H -0.13 -1.05 4.92 0.438
H -1.78 -1.06 4.43 0.444
H 1.71 -0.45 3.43 0.284
H 2.41 0.06 1.07 0.185
H -1.61 0.05 -0.23 0.241
H -2.42 -0.46 2.10 0.284
```

Results
HOMO: -19.290 eV
Orbital gap: 0.17839 Ha
ΔE to the lowest compared entry with this formula, charge and spin: 28.6 kJ/mol
Charge: +3
Total energy: -54188.380 eV

Entry 2:
Below is a molecular structure, C56H115N11, with properties calculated with ωB97M-V with the def2-TZVPD basis set.

```
182
Properties=species:S:1:pos:R:3:lowdin_charge:R:1
N -0.89 -1.78 -4.40 0.070
C -0.66 -0.42 -4.62 -0.014
C 0.08 0.05 -3.53 -0.150
C 0.15 -1.03 -2.59 -0.220
C -0.41 -2.16 -3.19 -0.076
H -1.47 -2.39 -4.95 0.155
H -1.02 0.00 -5.55 0.126
H 0.41 1.06 -3.36 0.035
H 0.62 -0.99 -1.61 0.139
H -0.57 -3.15 -2.79 0.151
N 0.12 1.09 1.85 0.071
C -1.18 0.93 1.46 -0.088
C -1.19 0.44 0.21 -0.272
C 0.08 0.57 -0.31 -0.150
C 0.91 0.88 0.75 -0.280
H 0.50 1.36 2.74 0.024
H -1.92 1.13 2.22 0.140
H -1.97 0.00 -0.39 -0.110
H 0.34 0.36 -1.33 0.057
H 1.98 0.91 0.84 0.045
N 0.02 -1.50 3.67 0.036
C 0.55 -1.87 4.87 -0.079
C 1.73 -1.19 5.02 -0.022
C 2.08 -0.68 3.73 -0.250
C 0.94 -0.67 3.06 -0.232
H -0.84 -1.84 3.27 0.115
H 0.08 -2.47 5.63 0.122
H 2.43 -1.38 5.82 0.114
H 2.96 -0.35 3.19 0.145
H 0.71 -0.08 2.18 0.029
N 2.47 2.31 3.33 0.024
C 1.58 3.27 2.97 -0.096
C 0.33 2.97 3.47 -0.051
C 0.49 1.70 4.17 -0.071
C 1.78 1.32 4.06 -0.079
H 3.45 2.32 3.09 0.154
H 2.01 4.05 2.35 0.132
H -0.52 3.64 3.40 0.086
H -0.20 1.11 4.76 0.142
H 2.28 0.38 4.29 0.018
N 4.52 2.96 -0.29 0.059
C 4.26 2.77 1.05 -0.059
C 3.06 2.13 1.20 -0.158
C 2.44 2.14 -0.12 -0.200
C 3.43 2.60 -0.99 -0.206
H 5.36 3.33 -0.71 0.160
H 5.02 3.17 1.72 0.117
H 2.60 1.86 2.14 -0.007
H 1.48 1.77 -0.44 0.062
H 3.43 2.73 -2.06 0.059
C 1.77 5.67 -0.23 -0.048
C 1.39 4.18 -0.26 -0.248
N 0.02 4.02 -0.74 -0.103
C -1.01 4.55 0.13 -0.231
C -1.05 3.98 1.49 -0.091
C -0.26 2.58 -1.00 -0.187
C 0.31 2.18 -2.32 -0.065
H 1.36 6.18 0.64 0.059
H 1.25 6.23 -1.00 0.075
H 2.85 5.85 -0.26 0.066
H 2.10 3.77 -0.99 0.086
H 1.53 3.60 0.65 0.085
H -1.91 4.42 -0.48 0.114
H -0.96 5.63 0.16 0.106
H -1.86 4.15 2.20 0.100
H -0.17 4.35 2.03 0.044
H -0.85 2.91 1.44 0.059
H 0.18 1.96 -0.21 0.046
H -1.32 2.36 -1.07 0.108
H -0.22 2.79 -3.06 0.143
H 1.40 2.24 -2.45 0.072
H 0.08 1.15 -2.56 -0.005
C 4.65 2.24 -3.00 -0.141
C 3.47 1.60 -3.69 -0.213
N 3.34 0.13 -3.55 -0.081
C 3.09 -0.30 -2.19 -0.140
C 1.86 0.25 -1.48 -0.213
C 2.31 -0.27 -4.56 -0.234
C 3.02 -0.86 -5.80 -0.066
H 4.72 3.33 -3.05 0.114
H 5.53 1.75 -3.40 0.100
H 4.69 1.93 -1.95 0.047
H 2.60 2.07 -3.23 0.080
H 3.59 1.88 -4.73 0.132
H 2.97 -1.38 -2.14 0.101
H 3.98 -0.17 -1.58 0.126
H 1.80 1.33 -1.59 0.049
H 0.99 -0.24 -1.93 -0.054
H 1.75 0.21 -0.39 0.037
H 1.63 0.55 -4.80 0.102
H 1.73 -1.08 -4.12 0.092
H 3.80 -0.19 -6.17 0.061
H 2.35 -1.04 -6.64 0.059
H 3.47 -1.85 -5.74 0.065
C 2.46 -0.51 1.08 -0.139
C 3.22 -1.77 1.59 -0.240
N 4.44 -1.94 0.81 -0.120
C 5.40 -2.75 1.54 -0.249
C 5.07 -4.22 1.64 -0.065
C 4.16 -2.40 -0.54 -0.275
C 5.42 -2.43 -1.42 -0.070
H 1.58 -0.33 1.68 0.024
H 2.06 -0.58 0.07 0.084
H 3.06 0.39 1.16 0.111
H 3.45 -1.73 2.66 0.128
H 2.62 -2.68 1.55 -0.118
H 6.27 -2.69 0.89 0.093
H 5.57 -2.19 2.45 0.118
H 5.83 -4.76 2.20 0.079
H 4.15 -4.39 2.19 0.066
H 4.81 -4.53 0.63 0.069
H 3.41 -1.80 -1.06 0.043
H 3.70 -3.38 -0.64 0.111
H 5.18 -2.76 -2.43 0.076
H 6.16 -3.16 -1.10 0.066
H 5.90 -1.47 -1.60 0.078
C -6.32 0.01 -1.08 -0.121
C -5.17 -0.36 -1.99 -0.185
N -4.41 -1.59 -1.46 -0.145
C -3.17 -1.90 -2.19 -0.151
C -2.11 -0.73 -1.98 -0.146
C -5.33 -2.73 -1.68 -0.235
C -4.95 -4.02 -0.89 -0.052
H -7.19 -0.65 -1.12 0.081
H -6.70 0.96 -1.47 0.094
H -6.13 0.13 -0.01 0.046
H -5.29 -0.28 -3.07 0.130
H -4.51 0.48 -1.80 0.080
H -2.74 -2.72 -1.63 0.109
H -3.36 -2.19 -3.22 0.117
H -2.32 0.18 -2.55 0.140
H -2.18 -0.44 -0.93 -0.108
H -1.12 -1.07 -2.27 -0.032
H -5.57 -2.90 -2.73 0.111
H -6.28 -2.32 -1.31 0.083
H -5.77 -4.66 -0.54 0.072
H -4.31 -3.73 -0.07 0.036
H -4.35 -4.65 -1.55 0.068
C 1.62 -2.72 1.62 -0.200
C 0.30 -3.34 2.08 -0.182
N -0.90 -3.18 1.26 -0.120
C -2.05 -4.00 1.70 -0.151
C -1.62 -5.59 1.68 -0.061
C -1.23 -1.75 1.15 -0.155
C -2.14 -1.44 -0.05 -0.151
H 1.83 -3.15 0.64 0.170
H 2.31 -2.99 2.42 0.144
H 1.53 -1.64 1.54 0.056
H 0.56 -4.40 2.13 0.108
H 0.11 -2.94 3.08 0.062
H -2.91 -3.88 1.05 0.066
H -2.28 -3.67 2.72 0.102
H -1.62 -6.03 2.67 0.055
H -0.67 -5.87 1.24 0.053
H -2.33 -6.19 1.11 0.046
H -1.65 -1.35 2.07 0.071
H -0.39 -1.08 0.99 0.118
H -2.55 -0.43 -0.10 -0.054
H -1.56 -1.64 -0.96 0.090
H -3.01 -2.09 -0.15 0.097
C -6.91 2.54 1.26 -0.082
C -5.44 2.86 1.62 -0.208
N -4.55 1.62 1.37 -0.160
C -4.89 0.41 2.17 -0.181
C -3.58 -0.35 2.55 -0.054
C -4.21 1.48 -0.06 -0.134
C -2.75 0.95 -0.29 -0.134
H -6.95 2.38 0.19 0.055
H -7.49 3.42 1.54 0.065
H -7.28 1.75 1.91 0.070
H -5.01 3.73 1.12 0.099
H -5.34 3.13 2.68 0.096
H -5.38 0.59 3.12 0.111
H -5.62 -0.08 1.52 0.085
H -3.11 -0.84 1.70 0.050
H -2.88 0.37 2.98 0.062
H -3.74 -1.06 3.35 0.083
H -4.45 2.41 -0.58 0.129
H -5.00 0.85 -0.45 0.001
H -2.83 -0.08 -0.63 0.007
H -2.08 0.89 0.57 -0.035
H -2.27 1.64 -0.98 0.119
```

Results
HOMO: -5.525 eV
Orbital gap: 0.22144 Ha
ΔE to the lowest compared entry with this formula, charge and spin: 9697.5 kJ/mol
Charge: 0
Total energy: -76225.012 eV

Entry 3:
Below is a single C6H10IN3 molecule, with properties calculated with ωB97M-V with the def2-TZVPD basis set.

```
20
Properties=species:S:1:pos:R:3:nbo_charge:R:1
C -1.20 1.91 -0.13 -0.630
C -1.19 0.83 0.89 -0.473
C 0.10 -0.01 0.91 0.019
C 1.48 0.60 1.20 -0.674
I -0.30 -1.46 2.61 0.032
C 0.25 -0.94 -0.52 0.065
C -0.64 -1.79 -1.08 -0.121
N -0.01 -2.39 -2.15 -0.220
N 1.23 -1.98 -2.05 -0.141
N 1.41 -0.98 -1.19 -0.272
H -1.86 1.84 -1.00 0.221
H -0.19 2.03 -0.50 0.211
H -1.53 2.87 0.29 0.220
H -2.12 0.12 0.74 0.221
H -1.24 1.22 1.89 0.221
H 1.60 1.15 2.15 0.227
H 2.24 -0.09 1.19 0.236
H 1.75 1.31 0.34 0.223
H -1.64 -1.99 -0.82 0.225
H 1.88 -2.24 -2.78 0.409
```

Results
HOMO: -9.340 eV
SMILES string: CC[C@@](C)(I)c1cn[nH]n1
Orbital gap: 0.35315 Ha
ΔE to the lowest compared entry with this formula, charge and spin: 182.1 kJ/mol
Charge: 0
Total energy: -18953.329 eV

Entry 4:
Below is a single C6H10O molecule, with properties calculated with ωB97M-V with the def2-TZVPD basis set.

```
17
Properties=species:S:1:pos:R:3:nbo_charge:R:1
O 1.91 -1.21 2.28 -0.483
C 2.53 -0.86 1.31 0.444
C 1.62 -0.18 -0.17 -0.556
C 0.37 0.47 0.37 -0.421
C -0.77 0.61 -0.62 -0.222
C -1.69 -0.55 -0.84 -0.426
C -2.18 0.67 -0.12 -0.420
H 3.30 -0.61 0.64 0.210
H 2.21 0.50 -0.84 0.198
H 1.41 -1.09 -0.75 0.205
H 0.62 1.46 0.79 0.203
H 0.03 -0.14 1.22 0.212
H -0.54 1.21 -1.50 0.207
H -2.07 -0.74 -1.85 0.213
H -1.53 -1.46 -0.26 0.211
H -2.89 1.33 -0.63 0.213
H -2.34 0.60 0.96 0.212
```

Results
HOMO: -8.613 eV
SMILES string: O=CCCC1CC1
Orbital gap: 0.34606 Ha
ΔE to the lowest compared entry with this formula, charge and spin: 312.8 kJ/mol
Charge: 0
Total energy: -8427.999 eV

Entry 5:
Below is a molecular structure, C2H2N3O, with properties calculated with ωB97M-V with the def2-TZVPD basis set.

```
8
Properties=species:S:1:pos:R:3:nbo_charge:R:1
C 0.28 -1.28 -0.12 0.236
C 0.83 0.42 0.14 0.548
N 1.46 -0.84 -0.25 -0.207
N -0.98 1.03 -0.08 0.101
N -0.41 -0.08 0.53 -0.155
O 0.31 1.54 -0.34 -0.237
H 0.03 -2.36 -0.33 0.292
H -1.53 1.57 0.46 0.422
```

Results
HOMO (alpha / beta): -14.091 / -18.073 eV
Orbital gap (alpha / beta): 0.31504 / 0.28950 Ha
ΔE to the lowest compared entry with this formula, charge and spin: 694.8 kJ/mol
Charge: +1
<S²>: 2.010
Multiplicity: 3
Total energy: -8605.536 eV

Entry 6:
Below is a molecular structure, C19H24IMnN7O4, with properties calculated with ωB97M-V with the def2-TZVPD basis set.

```
56
Properties=species:S:1:pos:R:3:nbo_charge:R:1
Mn -0.11 0.50 0.56 0.998
O 2.18 3.49 2.01 -0.647
C 1.31 2.68 1.73 0.755
O 1.18 2.03 0.63 -0.785
C 0.24 2.34 2.75 0.096
C 0.19 2.99 3.97 -0.207
C -0.76 2.60 4.90 -0.165
C -1.61 1.55 4.57 -0.248
C -1.49 0.95 3.33 0.044
N -0.59 1.34 2.43 -0.440
H 0.90 3.78 4.15 0.249
H -0.83 3.10 5.86 0.217
H -2.37 1.20 5.26 0.220
H -2.15 0.14 3.03 0.228
N 1.17 -0.05 -1.05 -0.823
C 0.64 0.28 -2.38 -0.164
C 0.28 -0.93 -3.24 -0.399
C -0.91 -1.81 -2.85 -0.426
C -2.29 -1.16 -3.00 -0.244
N -2.38 -0.25 -4.14 -0.567
C -3.29 -0.19 -5.06 0.670
N -4.22 -1.15 -5.24 -0.792
N -3.28 0.86 -5.92 -0.788
C -0.53 1.27 -2.22 0.793
O -1.00 1.75 -3.29 -0.778
O -0.96 1.50 -1.07 -0.678
H 1.71 0.77 -0.76 0.414
H 1.80 -0.84 -1.06 0.377
H 1.40 0.82 -2.96 0.207
H 1.17 -1.57 -3.29 0.210
H 0.13 -0.57 -4.26 0.218
H -0.84 -2.13 -1.81 0.247
H -0.86 -2.71 -3.48 0.202
H -2.52 -0.57 -2.12 0.265
H -3.05 -1.94 -3.06 0.190
H -1.79 0.62 -3.98 0.461
H -4.34 -1.86 -4.54 0.418
H -4.97 -1.01 -5.89 0.405
H -2.70 1.65 -5.67 0.428
H -4.09 1.05 -6.48 0.399
N 1.31 -2.58 3.17 -0.526
C 0.44 -1.94 2.36 0.240
N 0.94 -0.87 1.81 -0.523
C 2.25 -0.79 2.29 0.150
C 3.27 0.13 2.04 -0.231
C 4.48 -0.06 2.68 -0.207
C 4.70 -1.14 3.54 -0.207
C 3.71 -2.06 3.80 -0.243
C 2.49 -1.86 3.16 0.092
H 1.12 -3.42 3.69 0.422
H -0.57 -2.29 2.19 0.246
H 3.11 0.98 1.38 0.253
H 5.28 0.65 2.51 0.220
H 5.66 -1.25 4.02 0.215
H 3.87 -2.90 4.46 0.216
I -2.43 -1.13 0.54 -0.677
```

Results
HOMO (alpha / beta): -7.282 / -6.799 eV
Orbital gap (alpha / beta): 0.26685 / 0.24912 Ha
ΔE to the lowest compared entry with this formula, charge and spin: 59.6 kJ/mol
Charge: 0
<S²>: 0.856
Multiplicity: 2
Total energy: -78138.523 eV

Entry 7:
Below is a gas-phase ion, C4H5O2 (charge +1), with properties calculated with ωB97M-V with the def2-TZVPD basis set.

```
11
Properties=species:S:1:pos:R:3:nbo_charge:R:1
C 0.76 0.36 1.30 0.028
C -1.01 -0.58 2.18 0.661
C 0.05 -0.11 0.20 0.332
C -0.01 0.15 -1.21 -0.743
O 0.06 0.03 2.43 -0.342
O -1.27 -0.84 0.97 -0.366
H 1.82 0.83 1.42 0.309
H -1.57 -1.10 2.92 0.239
H 0.90 0.72 -1.43 0.293
H -1.01 0.44 -1.59 0.300
H 0.17 -0.79 -1.90 0.288
```

Results
HOMO: -15.411 eV
Orbital gap: 0.38697 Ha
ΔE to the lowest compared entry with this formula, charge and spin: 147.3 kJ/mol
Charge: +1
Total energy: -8314.172 eV

Entry 8:
Below is a molecular structure, C4H5NO, with properties calculated with ωB97M-V with the def2-TZVPD basis set.

```
11
Properties=species:S:1:pos:R:3:nbo_charge:R:1
N 1.94 0.35 -0.30 -0.673
C 0.79 -0.08 -0.08 0.466
C -0.52 0.54 -0.15 0.084
C -1.68 0.15 0.07 -0.149
C -1.13 -1.24 0.43 -0.074
O 0.36 -1.31 0.32 -0.490
H 2.64 -0.38 -0.14 0.364
H 0.53 2.65 -0.60 0.026
H -0.06 2.73 -1.05 0.006
H -1.52 -2.00 -0.25 0.219
H -1.37 -1.49 1.47 0.219
```

Results
HOMO: -10.273 eV
Orbital gap: 0.34952 Ha
ΔE to the lowest compared entry with this formula, charge and spin: 595.1 kJ/mol
Charge: 0
Total energy: -7760.359 eV

> What is the ΔE to the lowest compared entry with this formula, charge and spin in the eighth record?

595.1 kJ/mol